CH2O2S3 | ωB97M-V/def2-TZVPD

Structure (XYZ):
```
8
Properties=species:S:1:pos:R:3
C -0.4454 0.3019 0.4362
O 1.3533 -1.1289 -1.2423
O 1.8688 -0.4985 1.1572
S 0.6242 1.7028 -0.1801
S -2.1083 0.0466 -0.3545
S 1.1447 -0.3062 -0.0198
H -0.7611 0.4212 1.6769
H -1.6761 -0.5388 -1.4736
```

- ΔE to the lowest compared entry with this formula, charge and spin (kcal per mole) = 46.2

Atom charges from the Löwdin analysis, given in e for atoms 1 to 4: atom 1 (C): -1.055, atom 2 (O): -0.340, atom 3 (O): -0.329, atom 4 (S): 0.654


C5H6N2O | ωB97M-V/def2-TZVPD

Structure (XYZ):
```
14
Properties=species:S:1:pos:R:3
C -1.2735 0.6495 0.0090
C -0.1019 0.1975 -1.0875
C -0.7714 -0.6510 0.5427
C 0.5868 -0.2869 1.0250
C 1.1756 0.1765 -0.3403
H 0.0756 0.7620 -2.0406
H -0.2411 -1.7229 -1.1705
H -1.1901 -1.5514 1.2792
H 1.1205 -0.9489 1.8418
H 0.6005 1.8798 0.5271
H 2.1872 0.2713 -0.8337
N -0.9796 -1.0356 -0.8193
N 1.1613 0.9796 0.9773
O -2.3498 1.2805 0.0898
```

- ΔE to the lowest compared entry with this formula, charge and spin (kcal per mole) = 141.3

Atom charges from the Löwdin analysis, given in e for atoms 1 to 4: atom 1 (C): -0.259, atom 2 (C): -0.174, atom 3 (C): -0.310, atom 4 (C): -0.268


C15H49NO20P5 | ωB97M-V/def2-TZVPD

Structure (XYZ):
```
90
Properties=species:S:1:pos:R:3
N -0.2039 -1.0387 -0.3271
H 0.5751 -1.4652 -0.8081
H -0.7746 -0.5083 -0.9697
H 0.1831 -0.4054 0.3580
H -0.7112 -1.8094 0.0837
C 3.6310 5.0658 -1.1887
O 2.9980 4.0610 -0.4617
P 3.7656 2.6064 -0.2482
O 2.8898 1.5727 0.3648
O 4.4767 2.1667 -1.6671
C 3.6254 1.9956 -2.8247
O 4.9534 2.9803 0.7461
C 4.6057 3.2212 2.1222
H 4.7002 4.9014 -1.3224
H 3.4340 5.9578 -0.5941
H 3.1841 5.1709 -2.1773
H 2.6724 2.5231 -2.7838
H 3.4605 0.9274 -2.9652
H 4.1148 2.3846 -3.7176
H 3.5541 3.4789 2.2483
H 5.0867 4.0696 2.6091
H 4.7611 2.3163 2.7097
C -5.9568 -3.4697 -0.0122
O -5.5178 -4.0581 1.1665
P -4.3956 -3.3149 2.0648
O -3.1064 -3.1716 1.2932
O -5.1463 -2.0202 2.6467
C -5.1588 -0.8342 1.8313
O -4.2887 -4.3322 3.3525
C -3.8231 -5.6603 3.1802
H -5.2925 -2.6695 -0.3386
H -6.9357 -3.0808 0.2681
H -6.1214 -4.1922 -0.8115
H -4.5946 -0.9697 0.9086
H -4.8395 0.0193 2.4293
H -6.1339 -0.5093 1.4682
H -3.2785 -5.7335 2.2389
H -4.6304 -6.3922 3.2031
H -3.1762 -5.8955 4.0254
C 1.2110 2.4191 6.2901
O 0.8427 2.0659 4.9357
P -0.0419 0.7831 4.5785
O -0.8520 0.9746 3.3113
O 1.0896 -0.3940 4.4796
C 0.6899 -1.6535 3.9685
O -0.8126 0.4521 5.9447
C -2.0770 1.0146 6.1226
H 1.1256 1.5786 6.9789
H 0.6134 3.2869 6.5693
H 2.2438 2.7676 6.2909
H 0.9771 -1.6374 2.9172
H -0.3740 -1.8849 4.0196
H 1.3797 -2.1555 4.6469
H -1.9776 1.9647 6.6474
H -2.7211 0.3630 6.7131
H -2.6113 1.1769 5.1866
C 5.5991 -4.0071 -5.0641
O 4.3281 -3.4533 -4.6706
P 3.3545 -4.1088 -3.5177
O 2.3325 -3.1687 -2.9233
O 2.8430 -5.5141 -4.1327
C 1.9826 -5.5333 -5.1998
O 4.4550 -4.5478 -2.3932
C 5.2207 -3.5414 -1.7356
H 5.9084 -4.8005 -4.3837
H 6.3686 -3.2419 -4.9621
H 5.7315 -4.3782 -6.0804
H 1.5836 -4.5380 -5.3955
H 1.1061 -6.0943 -4.8757
H 2.3995 -6.0644 -6.0555
H 5.5029 -3.9125 -0.7503
H 4.6898 -2.5896 -1.7558
H 6.0846 -3.2438 -2.3299
C -5.3769 3.1773 -3.1927
O -3.9979 3.2252 -3.6831
P -2.7532 3.0406 -2.7125
O -2.4133 1.6276 -2.3427
O -1.5512 3.8482 -3.4520
C -1.5990 5.2458 -3.5828
O -3.1189 3.9455 -1.4454
C -2.1435 4.2208 -0.4251
H -6.0160 2.5726 -3.8361
H -5.9077 4.1284 -3.1512
H -5.3649 2.8779 -2.1447
H -2.4067 5.7561 -3.0582
H -1.8586 5.4570 -4.6202
H -0.6469 5.7259 -3.3570
H -1.1345 3.9150 -0.7017
H -2.4984 3.6818 0.4534
H -1.9942 5.2816 -0.2236
```

- ΔE to the lowest compared entry with this formula, charge and spin (kcal per mole) = 108.4
- total charge = +1

Atom charges from the Löwdin analysis, given in e for atoms 1 to 4: atom 1 (N): 0.373, atom 2 (H): 0.144, atom 3 (H): 0.142, atom 4 (H): 0.142


C3H14N2O3 | ωB97M-V/def2-TZVPD

Structure (XYZ):
```
22
Properties=species:S:1:pos:R:3
C 0.7513 -1.9504 -1.2287
C 0.0513 -0.8756 -0.3935
C -1.2734 -0.7703 -0.3977
N -1.9605 0.1991 0.3531
N 0.8527 -0.1220 0.5079
H 0.3613 -1.8368 -2.2421
H 1.8075 -1.6971 -1.3234
H 0.6602 -2.9544 -0.8200
H -1.8598 -1.4169 -1.0292
H -1.6423 0.3857 1.2906
H -2.9524 0.0700 0.3039
H 1.7774 -0.5242 0.5566
H 0.9980 0.8440 0.1841
H -0.8215 1.9686 -0.1304
H -1.0219 3.0587 -1.1923
O -0.3518 2.6440 -0.6428
H -1.1098 -1.9548 2.9648
H -0.2429 -0.8965 2.2945
O -1.0450 -1.0018 2.8372
H 2.5854 1.9977 -1.3329
H 2.0444 2.8514 -0.1683
O 2.3919 1.9817 -0.3912
```

- ΔE to the lowest compared entry with this formula, charge and spin (kcal per mole) = 14.7

Atom charges from the Löwdin analysis, given in e for atoms 1 to 4: atom 1 (C): -0.053, atom 2 (C): -0.397, atom 3 (C): -0.185, atom 4 (N): 0.026


C20H19F2Si | ωB97M-V/def2-TZVPD

Structure (XYZ):
```
42
Properties=species:S:1:pos:R:3
F -2.4426 2.5040 -2.6124
C -2.1944 1.1921 -2.3771
C -3.2438 0.2951 -2.2553
C -2.9930 -1.0484 -2.0544
C -1.7010 -1.5048 -1.9705
C -0.6041 -0.6254 -2.1017
C 0.6950 -1.1853 -2.0365
C 1.9955 -0.6280 -2.1063
C 3.0910 -1.5108 -1.9906
C 4.3821 -1.0576 -2.0808
C 4.6360 0.2861 -2.2788
C 3.5882 1.1879 -2.3795
F 3.8387 2.5013 -2.6005
C 2.2914 0.7377 -2.2862
C -0.8984 0.7389 -2.2980
H -4.2506 0.6598 -2.3553
H -3.8109 -1.7465 -1.9819
H -1.5136 -2.5503 -1.7945
H 0.6945 -2.2552 -1.9190
H 2.9007 -2.5573 -1.8191
H 5.2000 -1.7562 -2.0067
H 5.6430 0.6492 -2.3770
H 1.5267 1.4773 -2.3689
H -0.1325 1.4716 -2.4224
C 1.8520 -0.6230 3.0821
Si 0.7286 0.3601 1.9380
H 0.6710 -0.2424 0.6020
C -1.0054 0.4736 2.5922
C -1.3618 1.5010 3.4430
C -2.6403 1.5631 3.9629
C -3.5645 0.5914 3.6317
C -3.2123 -0.4374 2.7796
C -1.9331 -0.4933 2.2605
H 2.8606 -0.6711 2.6788
H 1.8902 -0.1522 4.0617
H 1.4761 -1.6362 3.2042
H 1.2319 1.7260 1.7522
H -0.6323 2.2510 3.7007
H -2.9154 2.3672 4.6276
H -4.5619 0.6376 4.0366
H -3.9334 -1.1978 2.5231
H -1.6479 -1.2927 1.5966
```

- ΔE to the lowest compared entry with this formula, charge and spin (kcal per mole) = 0.0
- total charge = +1

Atom charges from the Löwdin analysis, given in e for atoms 1 to 4: atom 1 (F): 0.095, atom 2 (C): -0.213, atom 3 (C): 0.065, atom 4 (C): -0.024


C6H9N | ωB97M-V/def2-TZVPD

Structure (XYZ):
```
16
Properties=species:S:1:pos:R:3
C -1.4403 0.8057 -1.0200
C -0.2885 -0.0682 -1.1642
N -0.1006 1.4166 -1.2599
C 0.8578 1.2582 -0.1106
C 0.4043 -0.1756 0.1690
C -0.2165 -0.7358 1.4179
C 0.9048 -1.4713 0.7275
H -1.9595 0.8047 -0.0593
H -2.0800 0.8573 -1.8974
H 0.0130 -0.6452 -2.0267
H 0.7661 2.0221 0.6624
H 1.8614 1.2459 -0.5701
H -1.2296 -1.1336 1.3927
H 0.0332 -0.2501 2.3627
H 1.8593 -1.5817 1.2321
H 0.6149 -2.3490 0.1439
```

- ΔE to the lowest compared entry with this formula, charge and spin (kcal per mole) = 82.8

Atom charges from the Löwdin analysis, given in e for atoms 1 to 4: atom 1 (C): -0.099, atom 2 (C): -0.228, atom 3 (N): -0.013, atom 4 (C): -0.099


C41H54BF24N4O10PS2 | ωB97M-V/def2-TZVPD

Structure (XYZ):
```
137
C41H54BF24N4O10PS2 ωB97M-V/def2-TZVPD
C -0.0824 -0.1204 6.4009
C -0.5957 -1.3100 5.3964
C -1.7158 -0.7862 4.2789
C -2.3136 -2.1387 3.5380
N -1.4000 -3.3681 3.7151
C -1.1711 -3.9312 2.3046
C -2.2715 -4.8632 1.4899
C -1.9899 -5.4141 -0.0487
C -0.5913 -5.0406 -0.8483
C 0.5091 -4.0950 -0.0152
C 0.2495 -3.5524 1.5143
S 2.0738 -3.6711 -1.0287
C 1.3272 -3.3276 -2.7549
C 1.8264 -2.0707 -3.6827
C 3.0430 -1.1285 -3.0464
C 2.4916 -0.1450 -1.8131
C 3.7574 0.6133 -1.0331
C 1.1005 -1.8041 -5.1353
C 1.6153 -0.5182 -6.0128
C 1.0233 0.9101 -5.4472
C -0.6019 0.9442 -5.2346
S -1.5492 1.7924 -6.6305
O -2.4421 2.9281 -5.9955
O -2.5399 0.8200 -7.3784
O -0.5428 2.4744 -7.8353
C -0.1360 -2.8306 -5.5979
B -0.8935 -2.5051 -7.0589
N -0.0440 -2.4652 -8.3159
O -2.3807 -2.2752 -7.0443
C -0.6220 -4.1275 -4.6606
C -1.8327 -5.1363 -5.1122
C -1.3570 -6.4762 -5.9273
C 0.0592 -6.3331 -6.7398
C 1.3932 -6.7864 -5.9019
N 2.4686 -7.1146 -6.9238
C 0.1155 -4.3982 -3.1841
N -0.2899 -5.5261 -2.2618
P 0.8946 -6.8574 -2.2223
O 1.1397 -7.1856 -0.6626
O 2.4608 -6.4766 -2.8804
O 0.1880 -8.3414 -2.8823
H 0.8333 -0.5638 7.0234
H -0.9217 0.2054 7.1814
H 0.3401 0.8264 5.8296
H 0.3728 -1.7384 4.8567
H -1.1213 -2.1274 6.0867
H -1.1499 -0.0607 3.5213
H -2.5846 -0.1633 4.8028
H -2.5289 -1.8971 2.3992
H -3.3563 -2.4039 4.0524
H -1.9641 -4.0721 4.2455
H -3.2847 -5.1047 2.0436
H -2.7907 -6.0716 -0.6321
H 1.0202 -2.8626 2.0774
H 3.9004 -1.7729 -2.5687
H 3.5312 -0.4064 -3.8275
H 1.8318 0.7354 -2.2496
H 1.9231 -0.7404 -0.9781
H 3.5080 1.7652 -0.8868
H 3.9643 0.1297 0.0200
H 4.7585 0.5607 -1.6531
H 2.7998 -0.4518 -5.8806
H 1.4287 -0.5935 -7.1659
H 1.3962 1.7619 -6.1846
H 1.5287 1.1356 -4.3936
H -0.8257 1.5865 -4.2538
H -1.1049 -0.0973 -5.0564
H -0.4344 1.7404 -8.5347
H 0.9671 -2.6499 -8.1340
H -0.1997 -1.5984 -8.8819
H -2.7881 -2.9808 -7.6482
H -2.3345 -5.5244 -4.1008
H -2.6562 -4.4941 -5.6458
H -2.1945 -6.6784 -6.7530
H -1.3188 -7.4608 -5.2790
H 0.2708 -5.2764 -7.1954
H -0.0158 -7.0777 -7.6700
H 1.2116 -7.7021 -5.1964
H 1.7750 -5.8143 -5.3288
H 3.1772 -7.7823 -6.5481
H 2.9042 -6.2449 -7.3127
H 2.7570 -7.3011 -3.4071
H -0.7146 -8.3886 -2.4198
C -1.1414 4.8609 0.6634
C 0.1390 4.1909 1.1883
C -0.0245 2.7362 1.6091
F -0.9058 2.5933 2.6255
F 1.1564 2.2320 2.0567
F 0.6564 4.9451 2.1960
F 1.0644 4.2421 0.1780
O -1.8576 5.6654 1.6030
C -2.7672 4.9578 2.4424
C -2.3908 5.0383 3.9278
F -1.1592 4.5151 4.1588
F -3.2617 4.3293 4.6948
F -2.8928 3.6855 1.9986
F -3.9815 5.5433 2.2466
H -0.8239 5.5700 -0.1116
H -1.7975 4.1584 0.1370
H -0.3535 2.1145 0.7717
H -2.3873 6.0751 4.2782
C 5.9325 0.2052 4.3988
C 5.6263 -0.0277 2.9102
C 6.4986 -1.0762 2.2323
F 7.8085 -0.7384 2.2452
F 6.1543 -1.2117 0.9237
F 5.6772 1.1625 2.2526
F 4.3210 -0.4387 2.8264
O 6.7626 1.3293 4.6989
C 8.1657 1.0900 4.6156
C 8.8493 1.9340 3.5316
F 8.3359 1.6756 2.3013
F 10.1793 1.6592 3.4606
F 8.3884 -0.2368 4.4693
F 8.6694 1.4208 5.8373
H 4.9742 0.4424 4.8782
H 6.2720 -0.7055 4.9052
H 6.3857 -2.0549 2.7071
H 8.7279 3.0035 3.7293
C -7.3544 6.8071 5.6403
C -5.8612 6.5936 5.3429
C -4.9226 6.9369 6.4923
F -5.0002 8.2408 6.8445
F -3.6290 6.7161 6.1360
F -5.5301 7.2722 4.2107
F -5.6962 5.2671 5.0381
O -7.9191 8.0305 5.1637
C -7.7541 9.1543 6.0255
C -6.9118 10.2700 5.3928
F -5.6651 9.8346 5.0765
F -6.7508 11.3117 6.2521
F -7.2686 8.7393 7.2186
F -9.0113 9.6162 6.2741
H -7.8943 6.0278 5.0876
H -7.6045 6.6186 6.6906
H -5.1322 6.3241 7.3735
H -7.3793 10.6464 4.4777
```

Atom charges from the Löwdin analysis, given in e for atoms 1 to 4: atom 1 (C): -0.170, atom 2 (C): -0.283, atom 3 (C): -0.190, atom 4 (C): -0.228


C5H6O2 | ωB97M-V/def2-TZVPD

Structure (XYZ):
```
13
Properties=species:S:1:pos:R:3
O 1.8014 1.2433 -0.9402
C 2.0741 0.4512 0.1895
C 0.9508 -0.3453 0.5999
C 0.0104 -1.1011 0.4720
C -1.4347 -0.9378 0.4547
C -1.8172 0.1785 -0.5057
O -1.0652 0.8636 -1.1570
H 0.8779 1.0910 -1.2128
H 2.5678 1.0648 0.9439
H 2.7034 -0.4508 0.0462
H -1.7233 -0.5912 1.4558
H -2.0404 -1.8152 0.2226
H -2.9049 0.3490 -0.5689
```

- ΔE to the lowest compared entry with this formula, charge and spin (kcal per mole) = 74.4

Atom charges from the Löwdin analysis, given in e for atoms 1 to 4: atom 1 (O): -0.044, atom 2 (C): -0.276, atom 3 (C): -0.012, atom 4 (C): -0.016


| no. | HOMO energy (eV) | E (eV) | HOMO-LUMO gap (eV) |
| --- | --- | --- | --- |
| 1 | -9.9 | -37667.2049 | 9.37 |
| 2 | -9.6 | -10303.4754 | 10.46 |
| 3 | -12.5 | -105237.5072 | 10.28 |
| 4 | -7.4 | -12460.5222 | 8.16 |
| 5 | -11.6 | -34353.1369 | 5.36 |
| 6 | -9.0 | -7854.5677 | 10.09 |
| 7 | -8.2 | -166661.4621 | 7.55 |
| 8 | -9.6 | -9373.8680 | 10.32 |